No. 1
13
Properties=species:S:1:pos:R:3 method="wB97M-V/def2-TZVPD" orbital_gap_ev=11.3 smiles="NC(=O)[C@H](O)C(=O)O" homo_ev=-10.7 e_tot_ev=-12872.8751 relative_energy_kj_mol=0.0
N -1.836 -0.577 -0.640
C -1.290 0.288 0.170
O -1.788 1.326 0.587
C 0.126 -0.034 0.618
O 0.738 0.970 1.305
C 1.049 -0.579 -0.445
O 0.777 -1.592 -0.998
O 2.192 0.047 -0.648
H -1.324 -1.258 -1.177
H -2.776 -0.305 -0.877
H -0.071 -0.938 1.173
H 0.108 1.752 1.311
H 2.257 0.722 0.031

=====

No. 2
26
Properties=species:S:1:pos:R:3 method="wB97M-V/def2-TZVPD" orbital_gap_ev=5.0 homo_ev=-7.3 e_tot_ev=-16172.8743 relative_energy_kj_mol=1330.3
C -1.230 -0.536 0.000
C -0.044 -1.116 0.713
C -0.041 -2.358 1.397
C 0.915 -2.870 2.086
C 2.243 -2.237 2.047
C 2.553 -1.155 1.063
C 1.363 -0.698 0.359
C 1.510 0.464 -0.367
C 0.459 1.185 -0.781
C 0.444 2.615 -1.321
C -0.636 3.433 -1.610
C -1.706 2.735 -1.825
C -1.827 1.350 -1.641
C -0.938 0.670 -0.717
H -2.432 -0.415 2.268
H -3.466 -1.080 -1.045
H -1.008 -2.875 0.984
H 0.793 -3.842 2.659
H 3.104 -2.616 2.581
H 3.514 -0.719 0.781
H 2.458 1.007 -0.629
H 1.479 2.986 -1.374
H -0.685 4.557 -1.986
H -2.773 3.330 -1.543
H -2.742 0.815 -1.725
N -2.375 -1.434 0.372

=====

No. 3
12
Properties=species:S:1:pos:R:3 method="wB97M-V/def2-TZVPD" orbital_gap_ev=10.1 homo_ev=-9.1 e_tot_ev=-8234.8176 relative_energy_kj_mol=181.5
C -1.866 0.957 0.691
C 0.236 -0.098 0.289
N -0.825 0.509 -0.218
N 1.129 -0.558 -0.635
C 2.258 -1.214 -0.158
O 3.123 -1.676 -0.859
H -2.143 2.000 0.507
H -1.446 0.863 1.693
H -2.756 0.324 0.615
H -1.003 0.628 -1.216
H 1.055 -0.488 -1.652
H 2.239 -1.247 0.943

=====

No. 4
8
Properties=species:S:1:pos:R:3 method="wB97M-V/def2-TZVPD" orbital_gap_ev=10.4 homo_ev=-9.5 e_tot_ev=-77598.2522 relative_energy_kj_mol=184.8
C -0.394 0.160 0.945
C 0.407 -0.008 -0.884
F -0.509 -0.510 -1.684
F 0.700 1.253 -1.261
Br -0.422 -1.650 1.486
H 0.329 0.873 1.516
H -1.396 0.571 0.569
H 1.284 -0.688 -0.687

=====

No. 5
53
Properties=species:S:1:pos:R:3 method="wB97M-V/def2-TZVPD" charge=+1 multiplicity=2 s2=0.800 orbital_gap_ev="7.2 / 7.5" homo_ev="-12.2 / -12.2" e_tot_ev=-62784.8853 relative_energy_kj_mol=79.9
Re -0.097 -0.135 0.197
C 1.161 2.392 -6.737
C 1.363 2.283 -5.253
C 0.684 3.135 -4.381
C 0.822 3.019 -3.012
C 1.656 2.024 -2.510
C 2.354 1.170 -3.353
C 2.209 1.314 -4.722
S 1.839 1.824 -0.794
O 2.548 2.913 -0.208
O 2.256 0.441 -0.553
N 0.295 1.731 -0.200
C -0.217 2.743 0.719
C -0.406 2.040 2.050
O -0.585 2.504 3.112
O -0.428 0.625 1.862
H 0.881 3.402 -7.027
H 0.360 1.720 -7.052
H 2.060 2.110 -7.282
H 0.042 3.906 -4.786
H 0.300 3.697 -2.352
H 3.014 0.419 -2.941
H 2.762 0.664 -5.389
H -1.205 3.082 0.394
H 0.454 3.594 0.828
N -1.043 -5.357 4.160
C -0.377 -4.521 3.369
N 0.951 -4.529 3.368
N -1.118 -3.717 2.611
C -0.738 -2.773 1.866
N -0.532 -1.905 1.111
H -0.581 -6.012 4.765
H -2.049 -5.316 4.162
H 1.469 -5.156 3.960
H 1.482 -3.984 2.701
O -0.361 -1.451 -3.661
C 0.244 -1.527 -2.641
O -0.183 -0.878 -1.511
C 1.531 -2.252 -2.459
C 2.312 -2.491 -3.585
C 3.521 -3.135 -3.416
C 3.987 -3.573 -2.191
C 3.168 -3.323 -1.108
C 1.961 -2.668 -1.210
N 3.604 -3.757 0.237
O 4.702 -4.227 0.347
O 2.861 -3.489 1.163
N 4.371 -3.361 -4.608
O 4.017 -2.838 -5.636
O 5.335 -4.072 -4.466
H 1.983 -2.182 -4.567
H 4.940 -4.074 -2.092
H 1.371 -2.503 -0.320

=====

No. 6
92
Properties=species:S:1:pos:R:3 method="wB97M-V/def2-TZVPD" charge=-1 orbital_gap_ev=9.8 homo_ev=-7.7 e_tot_ev=-57743.7810 relative_energy_kj_mol=0.0
B -0.237 -0.122 -1.058
F -1.296 -0.969 -1.391
F 0.899 -0.744 -1.397
F -0.367 1.007 -1.781
F -0.237 0.178 0.306
O 2.621 -3.097 0.693
H 2.006 -2.420 0.411
H 2.266 -3.414 1.523
O -3.907 2.458 -0.673
H -2.989 2.223 -0.537
H -4.399 1.717 -0.320
O 3.945 -1.914 -3.215
H 4.699 -1.674 -2.677
H 3.187 -1.617 -2.712
C -5.076 -2.860 1.193
C -5.157 -1.332 1.473
O -6.092 -0.732 0.597
O -6.184 -3.456 1.894
H -4.079 -3.212 1.459
H -5.258 -3.037 0.133
H -4.154 -0.967 1.254
H -5.306 -1.028 2.509
H -6.976 -1.096 0.687
H -6.597 -4.083 1.296
C -0.287 3.130 3.834
C -1.733 3.417 3.354
O -2.479 3.716 4.548
O 0.368 4.302 4.337
H 0.319 2.785 2.997
H -0.299 2.402 4.645
H -2.203 2.544 2.900
H -1.931 4.241 2.669
H -3.404 3.643 4.304
H -0.187 4.544 5.082
C 1.909 5.442 -0.286
C 2.443 4.266 -1.104
O 2.373 3.051 -0.374
O 2.686 5.530 0.897
H 0.890 5.391 0.097
H 1.903 6.406 -0.795
H 3.454 4.584 -1.356
H 1.885 4.204 -2.038
H 1.582 2.575 -0.636
H 2.308 4.950 1.563
C 1.198 1.323 -6.035
C 1.816 2.586 -6.567
C 3.239 2.262 -6.974
O 1.058 3.004 -7.691
H 1.762 1.126 -5.124
H 1.218 0.551 -6.804
H 0.157 1.551 -5.803
H 1.749 3.328 -5.771
H 3.285 1.533 -7.783
H 3.860 1.934 -6.141
H 3.718 3.151 -7.385
H 0.912 2.228 -8.238
C 6.037 0.706 4.522
C 4.995 0.693 3.365
C 3.681 0.115 3.747
O 4.870 2.003 2.769
H 6.920 1.215 4.135
H 6.331 -0.328 4.704
H 5.599 1.220 5.377
H 5.314 0.282 2.408
H 2.958 0.185 2.934
H 3.306 0.683 4.598
H 3.680 -0.849 4.257
H 4.112 2.006 2.180
C -0.696 -5.538 5.026
C -0.502 -4.470 4.007
C -1.060 -3.093 4.467
O 0.878 -4.356 3.914
H -0.156 -6.414 4.669
H -1.752 -5.806 5.076
H -0.355 -5.355 6.045
H -0.886 -4.751 3.027
H -0.978 -2.348 3.675
H -0.483 -2.755 5.329
H -2.112 -3.193 4.732
H 1.252 -4.096 4.759
C -3.960 -1.658 -4.556
C -3.254 -3.027 -4.554
C -1.769 -2.923 -4.803
O -3.522 -3.783 -3.445
H -3.584 -1.058 -3.726
H -5.016 -1.894 -4.431
H -3.888 -1.112 -5.496
H -3.797 -3.589 -5.314
H -1.380 -2.116 -4.180
H -1.573 -2.759 -5.862
H -1.215 -3.828 -4.553
H -2.875 -3.519 -2.787